# 1
Below is 2 unconnected molecules or ions with the total composition C7H14ClNO in a non-equilibrium geometry, with properties calculated with the ωB97M-V functional and the def2-TZVPD basis.

Summary:
SMILES: CC/C(C)=N/O.C=C(C)Cl
energy relative to the best compared isomer or geometry (same formula, charge and spin): 203.3 kJ/mol
net charge: 0
E_tot: -865.1629 Ha
M: 163.6 g/mol
LUMO level: 0.73 eV
frontier orbital gap: 10.0 eV

Structure (XYZ):
```
24
C7H14ClNO the ωB97M-V functional and the def2-TZVPD basis
C 1.389 2.201 1.591
C 1.240 1.153 0.442
C -0.124 0.506 0.457
C -0.507 -0.404 1.621
N -0.995 0.902 -0.384
O -2.287 0.479 -0.236
H 0.487 2.837 1.595
H 2.345 2.655 1.186
H 1.537 1.712 2.646
H 2.063 0.493 0.434
H 1.329 1.713 -0.510
H -1.628 -0.356 1.986
H 0.046 -0.153 2.605
H -0.257 -1.411 1.298
H -2.505 0.089 0.593
C -1.289 -1.927 -1.005
C -0.053 -1.538 -1.257
C 0.377 -0.833 -2.599
Cl 1.198 -2.368 -0.237
H -1.642 -2.464 -0.063
H -2.006 -1.507 -1.651
H 0.609 -1.565 -3.415
H -0.500 -0.141 -2.773
H 1.173 -0.074 -2.324
```


# 2
Below is a molecular structure, C40H40IrO2P2S5, with properties calculated with the ωB97M-V functional and the def2-TZVPD basis.

Summary:
energy relative to the best compared isomer or geometry (same formula, charge and spin): 0.0 kJ/mol
net charge: +2
E_tot: -4476.3254 Ha
M: 967.3 g/mol
LUMO level (alpha / beta): -6.61 / -7.41 eV
spin multiplicity: 2
frontier orbital gap (alpha / beta): 6.1 / 6.0 eV

Structure (XYZ):
```
90
C40H40IrO2P2S5 the ωB97M-V functional and the def2-TZVPD basis
Ir 1.260 0.765 -1.038
C -0.048 1.806 -4.367
C 0.033 2.234 -2.925
C -1.156 2.484 -2.205
C -2.475 1.985 -2.720
C -1.126 3.248 -1.038
C -2.439 3.718 -0.486
C 0.109 3.553 -0.426
C 0.188 4.251 0.904
C 1.311 3.266 -1.091
C 2.578 3.894 -0.564
C 1.293 2.627 -2.385
C 2.457 2.777 -3.337
H 0.320 0.793 -4.531
H 0.556 2.472 -4.980
H -1.065 1.858 -4.740
H -3.020 2.761 -3.263
H -3.111 1.670 -1.893
H -2.356 1.135 -3.386
H -3.018 4.197 -1.277
H -2.345 4.431 0.323
H -3.034 2.880 -0.121
H 0.796 3.677 1.607
H -0.780 4.403 1.363
H 0.667 5.226 0.802
H 2.529 4.973 -0.732
H 3.475 3.531 -1.050
H 2.696 3.742 0.508
H 2.349 3.721 -3.877
H 2.482 1.979 -4.075
H 3.418 2.798 -2.837
O 1.582 -0.776 0.359
P 1.059 -1.555 1.547
C -0.431 -0.750 2.201
P -1.515 -0.169 0.865
O -0.724 0.673 -0.111
C -2.821 0.769 1.639
C -2.493 1.789 2.536
C -3.488 2.592 3.063
C -4.813 2.384 2.697
C -5.144 1.372 1.808
C -4.151 0.559 1.281
C -2.197 -1.602 0.047
C -2.085 -1.683 -1.339
C -2.580 -2.793 -2.007
C -3.174 -3.821 -1.290
C -3.286 -3.743 0.093
C -2.806 -2.632 0.763
C 0.607 -3.225 1.103
C 0.266 -4.147 2.093
C -0.114 -5.429 1.739
C -0.153 -5.795 0.399
C 0.189 -4.881 -0.587
C 0.571 -3.594 -0.238
C 2.272 -1.554 2.855
C 1.904 -1.778 4.182
C 2.874 -1.814 5.168
C 4.209 -1.624 4.834
C 4.576 -1.397 3.515
C 3.610 -1.361 2.522
H -0.123 0.115 2.794
H -0.977 -1.435 2.854
H -1.462 1.972 2.816
H -3.235 3.376 3.764
H -5.590 3.009 3.114
H -6.175 1.211 1.527
H -4.414 -0.230 0.588
H -1.610 -0.878 -1.887
H -2.499 -2.858 -3.083
H -3.555 -4.690 -1.810
H -3.750 -4.548 0.646
H -2.907 -2.573 1.841
H 0.312 -3.878 3.142
H -0.370 -6.146 2.506
H -0.443 -6.800 0.125
H 0.163 -5.172 -1.628
H 0.843 -2.880 -1.003
H 0.865 -1.916 4.460
H 2.591 -1.986 6.197
H 4.964 -1.651 5.606
H 5.616 -1.249 3.260
H 3.891 -1.184 1.491
S 6.613 -2.045 -4.982
C 5.427 -1.423 -4.093
S 5.691 -0.313 -2.752
C 4.040 -0.123 -2.306
C 3.103 -0.828 -3.070
S 1.443 -0.779 -2.680
S 3.722 -1.779 -4.364
S 3.540 0.814 -0.979
```


# 3
Below is a molecular structure, CH2NO3S in a non-equilibrium geometry, with properties calculated with the ωB97M-V functional and the def2-TZVPD basis.

Summary:
energy relative to the best compared isomer or geometry (same formula, charge and spin): 132.3 kJ/mol
net charge: -1
E_tot: -717.9910 Ha
M: 108.1 g/mol
LUMO level: 3.91 eV
frontier orbital gap: 7.3 eV

Structure (XYZ):
```
8
CH2NO3S the ωB97M-V functional and the def2-TZVPD basis
C 1.611 0.269 -0.278
N 1.191 -0.640 -0.907
O -0.887 0.918 0.420
O 2.164 1.111 0.343
O -2.064 -1.335 0.637
S -1.659 -0.257 -0.399
H -0.157 -0.605 -0.903
H -0.199 0.539 1.087
```


# 4
Below is C8H8N2OS in the gas phase in a non-equilibrium geometry, with properties calculated with the ωB97M-V functional and the def2-TZVPD basis.

Summary:
SMILES: C[C@@]12ON1SNc1ccccc12
energy relative to the best compared isomer or geometry (same formula, charge and spin): 315.0 kJ/mol
net charge: 0
E_tot: -892.4423 Ha
M: 180.2 g/mol
LUMO level: 0.57 eV
frontier orbital gap: 9.0 eV

Structure (XYZ):
```
20
C8H8N2OS the ωB97M-V functional and the def2-TZVPD basis
C 1.063 0.305 -2.356
C 0.846 -0.639 -1.222
O 0.866 -1.950 -1.610
N 2.004 -1.431 -0.918
S 2.033 -2.010 0.714
N 1.544 -0.481 1.476
C 0.221 -0.079 1.214
C -0.676 0.338 2.181
C -1.853 0.833 1.833
C -2.186 0.867 0.481
C -1.354 0.339 -0.510
C -0.121 -0.201 -0.126
H 1.370 -0.246 -3.171
H 1.732 1.065 -2.254
H 0.221 0.791 -2.545
H 1.966 -0.491 2.407
H -0.399 0.300 3.198
H -2.502 1.173 2.512
H -3.204 1.299 0.319
H -1.570 0.219 -1.622
```


# 5
Below is a molecular structure, C28H35F3N4O3P2PtS in a non-equilibrium geometry, with properties calculated with the ωB97M-V functional and the def2-TZVPD basis.

Summary:
energy relative to the best compared isomer or geometry (same formula, charge and spin): 0.0 kJ/mol
net charge: 0
E_tot: -3032.3310 Ha
M: 821.7 g/mol
LUMO level (alpha / beta): -0.31 / -4.04 eV
spin multiplicity: 3
frontier orbital gap (alpha / beta): 3.8 / 4.1 eV

Structure (XYZ):
```
77
C28H35F3N4O3P2PtS the ωB97M-V functional and the def2-TZVPD basis
Pt -1.809 -0.473 1.920
C 4.985 -0.604 -2.564
C 4.380 0.548 -2.237
C 3.812 1.525 -3.222
C 3.154 0.928 -4.488
C 2.239 -0.239 -4.223
C 2.601 -1.520 -4.197
C 4.000 -2.020 -4.468
C 5.168 -1.148 -3.950
C -3.458 -1.751 2.219
H 5.471 -1.212 -1.792
H 4.382 0.887 -1.198
H 4.593 2.233 -3.553
H 3.046 2.122 -2.709
H 2.517 1.726 -4.898
H 3.918 0.722 -5.249
H 1.185 0.044 -4.114
H 1.851 -2.312 -4.076
H 4.158 -2.173 -5.550
H 4.104 -3.007 -3.996
H 6.033 -1.827 -3.888
H 5.430 -0.382 -4.691
H -3.165 -2.402 3.056
H -3.720 -2.352 1.332
H -4.310 -1.128 2.527
P -2.086 -0.185 -0.246
P -0.098 0.977 1.710
N -2.133 -1.631 -1.155
N -3.574 0.632 -0.544
N 1.375 0.075 1.672
N 0.332 2.184 2.858
C -0.820 0.860 -0.981
C -0.168 1.772 0.079
C -1.931 -2.901 -0.576
C -2.075 -3.865 -1.562
C -2.349 -3.184 -2.794
C -2.377 -1.821 -2.521
C -4.815 0.165 -0.056
C -5.818 1.029 -0.488
C -5.180 2.076 -1.248
C -3.821 1.811 -1.257
C 1.520 -1.194 2.264
C 2.670 -1.780 1.756
C 3.281 -0.844 0.863
C 2.492 0.299 0.860
C 1.595 2.790 2.998
C 1.527 3.739 4.013
C 0.201 3.710 4.537
C -0.538 2.810 3.773
H -1.262 1.462 -1.782
H -0.077 0.209 -1.468
H 0.842 2.085 -0.214
H -0.761 2.692 0.212
H -1.743 -2.987 0.487
H -1.986 -4.934 -1.405
H -2.497 -3.663 -3.753
H -2.552 -0.982 -3.169
H -4.874 -0.693 0.586
H -6.870 0.919 -0.279
H -5.684 2.911 -1.708
H -3.015 2.382 -1.688
H 0.797 -1.552 2.980
H 3.041 -2.767 2.000
H 4.178 -0.991 0.277
H 2.632 1.240 0.354
H 2.413 2.515 2.352
H 2.326 4.403 4.321
H -0.183 4.260 5.387
H -1.594 2.635 3.740
F -3.574 -0.330 7.034
C -3.191 -0.861 5.853
F -2.628 -2.072 6.065
F -4.305 -1.019 5.079
S -1.988 0.235 4.889
O -2.892 1.134 4.162
O -1.019 0.809 5.802
O -1.308 -0.748 3.943
```


# 6
Below is 2 unconnected molecules or ions with the total composition C2H2F2O3S in a non-equilibrium geometry, with properties calculated with the ωB97M-V functional and the def2-TZVPD basis.

Summary:
SMILES: O=S(=O)=O.C=C(F)F
energy relative to the best compared isomer or geometry (same formula, charge and spin): 107.1 kJ/mol
net charge: 0
E_tot: -900.9419 Ha
M: 144.1 g/mol
LUMO level: -0.34 eV
frontier orbital gap: 10.4 eV

Structure (XYZ):
```
10
C2H2F2O3S the ωB97M-V functional and the def2-TZVPD basis
O -0.825 0.536 1.380
S 0.062 1.604 0.987
O -0.249 2.771 0.200
O 1.266 1.585 1.650
C -0.019 -1.846 -0.650
C -0.110 -0.521 -0.749
F -1.146 0.259 -1.081
F 0.906 0.346 -0.824
H 0.926 -2.321 -0.382
H -0.810 -2.412 -0.531
```


# 7
Below is 2 unconnected molecules or ions with the total composition C5H12N2O, with properties calculated with the ωB97M-V functional and the def2-TZVPD basis.

Summary:
energy relative to the best compared isomer or geometry (same formula, charge and spin): 524.0 kJ/mol
net charge: 0
E_tot: -382.3030 Ha
M: 116.2 g/mol
LUMO level: -0.09 eV
frontier orbital gap: 8.4 eV

Structure (XYZ):
```
20
C5H12N2O the ωB97M-V functional and the def2-TZVPD basis
C -1.212 2.593 0.191
N -0.759 1.458 0.972
C -0.148 1.616 2.161
O 0.074 2.682 2.710
H -0.906 0.509 0.606
H 0.156 0.648 2.604
H -0.453 3.377 0.171
H -2.124 3.023 0.613
H -1.419 2.260 -0.826
C 0.469 -2.923 -1.449
C 1.513 -0.758 -0.456
C 0.127 -1.736 -0.796
N -0.950 -1.180 -0.310
H -1.698 -1.859 -0.188
H 0.777 -1.238 -1.722
H 1.505 -3.136 -1.673
H 1.557 -0.933 0.615
H 1.324 0.296 -0.642
H 2.462 -1.044 -0.905
H -0.296 -3.654 -1.676
```